{
  "formula": "C11H44BeN22O15S",
  "method": "wB97M-V/def2-TZVPD",
  "symbols": ["Be", "S", "O", "O", "O", "O", "C", "O", "N", "N", "H", "H", "H", "H", "C", "O", "N", "N", "H", "H", "H", "H", "C", "O", "N", "N", "H", "H", "H", "H", "C", "O", "N", "N", "H", "H", "H", "H", "C", "O", "N", "N", "H", "H", "H", "H", "C", "O", "N", "N", "H", "H", "H", "H", "C", "O", "N", "N", "H", "H", "H", "H", "C", "O", "N", "N", "H", "H", "H", "H", "C", "O", "N", "N", "H", "H", "H", "H", "C", "O", "N", "N", "H", "H", "H", "H", "C", "O", "N", "N", "H", "H", "H", "H"],
  "xyz": [[-0.581, -0.621, -2.739], [0.411, -0.254, -0.096], [0.666, -1.401, 0.800], [0.743, 0.990, 0.590], [1.136, -0.359, -1.383], [-0.998, -0.251, -0.543], [-1.719, 2.634, -1.970], [-1.567, 1.672, -2.763], [-2.063, 3.832, -2.486], [-1.442, 2.601, -0.667], [-2.435, 4.518, -1.847], [-2.409, 3.779, -3.428], [-1.459, 3.458, -0.124], [-1.138, 1.767, -0.205], [1.768, -4.557, 2.188], [2.091, -5.720, 2.367], [1.377, -3.716, 3.190], [1.807, -3.952, 0.964], [0.946, -2.822, 3.045], [1.410, -4.121, 4.109], [2.203, -4.531, 0.250], [1.728, -2.942, 0.882], [-1.500, -3.812, -1.193], [-1.005, -3.173, -2.132], [-1.223, -3.671, 0.105], [-2.433, -4.772, -1.497], [-1.570, -4.278, 0.824], [-0.550, -2.967, 0.367], [-3.030, -5.261, -0.860], [-2.582, -4.831, -2.489], [-2.359, -1.589, 2.641], [-3.123, -1.985, 3.507], [-1.051, -1.279, 2.879], [-2.704, -1.266, 1.356], [-0.537, -1.501, 3.713], [-0.434, -1.022, 2.097], [-3.671, -1.209, 1.100], [-1.980, -0.980, 0.698], [1.636, 2.355, -3.238], [1.441, 3.379, -3.887], [1.599, 1.105, -3.792], [1.827, 2.457, -1.899], [2.120, 0.326, -3.421], [1.538, 1.117, -4.798], [1.734, 3.357, -1.466], [1.762, 1.653, -1.293], [-3.475, 2.584, 2.414], [-4.541, 2.853, 2.942], [-2.270, 3.062, 2.841], [-3.398, 1.714, 1.357], [-2.299, 3.419, 3.778], [-1.493, 2.963, 2.219], [-2.554, 1.295, 1.029], [-4.242, 1.487, 0.871], [-3.931, -0.423, -2.673], [-2.881, -0.880, -3.143], [-3.992, 0.070, -1.422], [-5.101, -0.592, -3.312], [-4.832, 0.168, -0.881], [-3.152, 0.053, -0.866], [-5.985, -0.453, -2.853], [-5.218, -1.073, -4.185], [4.790, -0.041, 0.284], [4.540, 0.161, 1.458], [6.077, -0.029, -0.206], [3.856, -0.078, -0.721], [6.874, -0.097, 0.396], [6.211, -0.013, -1.198], [2.864, -0.193, -0.566], [4.171, -0.015, -1.671], [-0.068, 5.068, 1.160], [-1.029, 5.358, 0.454], [0.483, 5.972, 2.024], [0.625, 3.896, 1.068], [-0.024, 6.833, 2.106], [1.365, 5.778, 2.457], [0.434, 3.167, 0.401], [1.564, 3.892, 1.431], [2.230, -2.670, -3.088], [1.407, -1.803, -3.426], [2.868, -3.438, -4.000], [2.532, -2.879, -1.800], [3.425, -4.183, -3.622], [2.724, -3.337, -4.986], [3.345, -3.424, -1.572], [2.234, -2.180, -1.143], [1.470, 0.794, 4.190], [1.594, 0.982, 5.388], [0.731, 1.586, 3.357], [2.016, -0.301, 3.558], [0.680, 1.541, 2.346], [0.491, 2.465, 3.783], [1.824, -0.310, 2.571], [2.681, -0.907, 3.995]],
  "homo_lumo_gap_ev": 7.6,
  "e_above_lowest_ev": 0.798,
  "fmax_ha_per_bohr": 0.0515,
  "molar_mass_da": 765.69,
  "homo_ev": -9.1679
}